{"formula": "C25H21N9O7OsS", "method": "wB97M-V/def2-TZVPD", "homo_energy_ev": [-14.259, -14.271], "orbital_gap_ev": [5.81, 5.82], "total_energy_ha": -2472.853816, "total_charge": 2, "e_above_lowest_kj_mol": 0.0, "elements": ["Os", "C", "C", "C", "C", "C", "C", "N", "C", "C", "C", "C", "C", "C", "N", "N", "C", "C", "C", "C", "C", "N", "H", "H", "H", "H", "H", "H", "H", "H", "H", "H", "H", "H", "H", "C", "N", "C", "N", "S", "H", "H", "H", "H", "H", "H", "O", "N", "O", "C", "C", "C", "C", "O", "C", "C", "N", "O", "O", "N", "O", "O", "H", "H"], "xyz": [[-0.330437, -0.704395, -0.370189], [0.774357, 3.816056, 2.472276], [0.706380, 2.508814, 2.940428], [0.814466, 1.450189, 2.055546], [1.026820, 1.712232, 0.699448], [1.101019, 3.025710, 0.225707], [0.964144, 4.073614, 1.118212], [1.090539, 0.599858, -0.174641], [2.055167, 0.558898, -1.187990], [3.229036, 1.318283, -1.212062], [4.094680, 1.171983, -2.280175], [3.821072, 0.285159, -3.327807], [2.678922, -0.495241, -3.310840], [1.816046, -0.356206, -2.234316], [0.607077, -1.058916, -2.063721], [0.172011, -1.846638, -2.949800], [-1.077940, -2.363426, -2.580265], [-1.732726, -3.245652, -3.422174], [-2.970811, -3.728290, -3.033742], [-3.514420, -3.318473, -1.821058], [-2.815305, -2.425685, -1.032815], [-1.614678, -1.956368, -1.401702], [0.675207, 4.640455, 3.165716], [0.566950, 2.315883, 3.996048], [0.753894, 0.425173, 2.401535], [1.215087, 3.217745, -0.833520], [1.000831, 5.093242, 0.760068], [3.460561, 1.995353, -0.402915], [5.002901, 1.758796, -2.307384], [4.505754, 0.216089, -4.161881], [2.444117, -1.184444, -4.110201], [-1.265353, -3.527647, -4.354643], [-3.510174, -4.417209, -3.669358], [-4.473309, -3.685937, -1.484964], [-3.185547, -2.081220, -0.076238], [3.747387, -3.894820, -1.545759], [2.438569, -3.572200, -0.983955], [2.247248, -2.748449, 0.022766], [3.269443, -2.118707, 0.580554], [0.643168, -2.509286, 0.710263], [3.605140, -4.548115, -2.400456], [4.364725, -4.413998, -0.810776], [4.247088, -2.985082, -1.882220], [1.625809, -4.073791, -1.307060], [4.227618, -2.337735, 0.348783], [3.099535, -1.576951, 1.414020], [-4.503105, 4.847124, 2.395078], [-4.215585, 3.989656, 3.199928], [-4.435979, 4.013966, 4.388028], [-3.516692, 2.797887, 2.677817], [-3.168257, 1.777898, 3.546339], [-2.504763, 0.674803, 3.067957], [-2.124979, 0.537254, 1.706474], [-1.420263, -0.468224, 1.319373], [-2.541502, 1.617285, 0.867668], [-3.232691, 2.733305, 1.341658], [-2.339625, 1.632433, -0.559418], [-1.523089, 0.863960, -1.162721], [-2.942948, 2.417971, -1.227230], [-2.149218, -0.355121, 4.071912], [-2.265616, -0.037209, 5.233250], [-1.775107, -1.437240, 3.672480], [-3.405601, 1.851134, 4.599028], [-3.537048, 3.534467, 0.685632]], "atomic_forces_ev_per_a": [[0.87, 0.13, -0.21], [-0.02, 0.02, 0.02], [0.00, -0.02, 0.00], [0.09, 0.05, -0.01], [-0.11, 0.05, -0.10], [-0.09, -0.01, -0.01], [-0.01, -0.02, -0.01], [-0.74, -0.05, 0.05], [0.16, -0.14, -0.05], [-0.06, -0.07, -0.04], [-0.02, -0.03, -0.01], [-0.02, -0.02, -0.01], [0.13, 0.03, 0.03], [-0.16, 0.02, 0.05], [0.18, 0.09, -0.10], [-0.16, 0.04, 0.12], [0.21, -0.01, -0.08], [0.00, -0.02, 0.00], [0.03, 0.02, 0.00], [-0.01, 0.02, 0.03], [-0.06, 0.04, -0.03], [-0.29, 0.28, -0.14], [0.01, 0.00, 0.00], [0.00, 0.00, 0.00], [0.00, 0.00, -0.01], [0.03, 0.00, -0.01], [0.00, 0.00, 0.00], [-0.01, 0.02, 0.01], [0.00, 0.00, 0.00], [0.01, -0.01, 0.00], [-0.01, 0.01, -0.01], [-0.01, 0.01, -0.01], [0.00, 0.00, 0.00], [0.00, 0.00, 0.00], [-0.02, 0.00, -0.01], [0.01, 0.00, -0.01], [-0.07, 0.04, 0.07], [0.05, -0.10, -0.19], [-0.06, -0.03, 0.09], [0.13, -0.10, 0.38], [0.00, 0.00, 0.00], [0.00, 0.01, -0.01], [0.00, 0.00, -0.01], [0.02, -0.01, -0.03], [0.00, 0.02, -0.02], [0.01, 0.02, -0.03], [0.01, 0.00, 0.00], [0.00, 0.00, 0.02], [0.01, -0.02, -0.01], [-0.06, 0.14, -0.18], [0.03, -0.13, 0.07], [-0.12, 0.07, 0.19], [0.32, -0.01, -0.23], [-0.38, 0.04, 0.30], [-0.02, -0.03, -0.11], [-0.02, -0.11, 0.31], [-0.05, 0.26, -0.20], [0.17, -0.37, 0.07], [0.07, -0.10, 0.11], [0.00, -0.06, -0.08], [0.06, 0.01, 0.02], [-0.05, 0.00, 0.05], [0.00, -0.01, 0.00], [0.01, 0.01, -0.02]], "mulliken_charge": [0.93, -0.63, -0.65, 0.00, -0.19, -0.12, -0.93, 0.18, 0.30, -0.62, -0.84, -0.68, -0.55, 0.56, 1.73, -1.38, 0.23, -0.58, -0.31, -0.83, -0.11, 0.23, 0.48, 0.53, 0.30, 0.63, 0.45, 0.62, 0.47, 0.47, 0.57, 0.56, 0.45, 0.47, 0.49, -1.13, -0.04, 0.52, -0.22, -0.45, 0.33, 0.40, 0.39, 0.28, 0.24, 0.25, -0.61, 1.09, -0.60, -0.97, -0.28, -0.50, 1.03, -0.59, -0.11, -0.30, 0.95, -0.68, -0.58, 1.12, -0.62, -0.61, 0.72, 0.71]}